A molecular structure, C26H22N4O5Tl. Source: the Open Molecules 2025 dataset; level of theory: ωB97M-V with the def2-TZVPD basis set.

Geometry (Å):
Tl (-0.320, 0.011, 0.137)
N (1.361, 0.279, -1.823)
C (1.648, 1.717, -1.827)
C (1.928, 2.244, -0.410)
O (2.736, 3.169, -0.268)
N (1.245, 1.615, 0.532)
C (1.444, 1.954, 1.919)
C (0.831, 0.909, 2.880)
O (1.146, 0.990, 4.063)
O (0.023, 0.039, 2.387)
H (1.045, -0.015, -2.738)
H (2.195, -0.241, -1.575)
H (2.509, 1.979, -2.447)
H (0.772, 2.239, -2.224)
H (2.507, 2.036, 2.161)
H (0.990, 2.921, 2.161)
O (-1.784, -4.160, -0.517)
C (-1.218, -3.136, -0.129)
O (-1.723, -2.009, 0.122)
C (0.309, -3.231, 0.044)
C (0.906, -4.510, -0.026)
C (2.255, -4.622, 0.104)
C (3.022, -3.463, 0.364)
C (4.418, -3.502, 0.572)
C (5.117, -2.360, 0.840)
C (4.445, -1.126, 0.925)
C (3.092, -1.057, 0.735)
C (2.346, -2.218, 0.437)
N (0.998, -2.133, 0.228)
H (0.251, -5.349, -0.206)
H (2.761, -5.577, 0.019)
H (4.916, -4.465, 0.548)
H (6.186, -2.403, 1.006)
H (4.998, -0.226, 1.158)
H (2.560, -0.121, 0.837)
N (-1.767, -1.051, -2.660)
C (-1.763, 0.185, -3.275)
C (-1.143, 0.338, -4.520)
C (-1.097, 1.566, -5.155)
C (-1.704, 2.668, -4.575)
C (-2.336, 2.522, -3.348)
C (-2.349, 1.312, -2.663)
C (-3.015, 1.237, -1.332)
C (-4.352, 1.642, -1.259)
C (-5.042, 1.633, -0.060)
C (-4.395, 1.242, 1.100)
C (-3.067, 0.848, 1.048)
C (-2.364, 0.837, -0.155)
H (-1.570, -1.850, -3.239)
H (-2.449, -1.229, -1.933)
H (-0.698, -0.534, -4.992)
H (-0.596, 1.660, -6.111)
H (-1.678, 3.632, -5.066)
H (-2.820, 3.379, -2.895)
H (-4.859, 1.935, -2.172)
H (-6.085, 1.923, -0.033)
H (-4.933, 1.236, 2.040)
H (-2.564, 0.539, 1.957)

Results
* net charge: -1
* frontier orbital gap: 7.7 eV
* relative energy (zero: lowest compared OMol25 entry of this formula, charge and spin): 0.0 kcal per mole
* E: -48214.39790 eV
* LUMO energy: 0.07563 hartree

These are the Mulliken partial charges, in e, on atoms 1 to 4:
1. Tl 2.038
2. N -0.351
3. C -0.415
4. C 0.519